[1]
{
  "formula": "C32H54Br12O15",
  "method": "ωB97M-V/def2-TZVPD",
  "de_lowest_kcal_mol": 65.4,
  "homo_lumo_gap_ev": 8.99,
  "smiles": "C[C@H]1COC(=O)O1.C[C@H]1COC(=O)O1.C[C@H]1COC(=O)O1.C[C@H]1COC(=O)O1.C[C@H]1COC(=O)O1.BrCCBr.BrCCBr.BrCCBr.BrCCBr.BrCCBr.BrCCBr",
  "homo_ev": -9.159,
  "symbols": ["C", "C", "C", "O", "C", "O", "O", "H", "H", "H", "H", "H", "H", "C", "C", "C", "O", "C", "O", "O", "H", "H", "H", "H", "H", "H", "C", "C", "C", "O", "C", "O", "O", "H", "H", "H", "H", "H", "H", "C", "C", "C", "O", "C", "O", "O", "H", "H", "H", "H", "H", "H", "C", "C", "C", "O", "C", "O", "O", "H", "H", "H", "H", "H", "H", "Br", "C", "C", "Br", "H", "H", "H", "H", "Br", "C", "C", "Br", "H", "H", "H", "H", "Br", "C", "C", "Br", "H", "H", "H", "H", "Br", "C", "C", "Br", "H", "H", "H", "H", "Br", "C", "C", "Br", "H", "H", "H", "H", "Br", "C", "C", "Br", "H", "H", "H", "H"],
  "positions_angstrom": [[-1.240, -0.301, -1.337], [-0.295, -1.088, -0.429], [1.162, -1.042, -0.812], [1.754, -0.434, 0.345], [0.816, -0.173, 1.284], [0.927, 0.310, 2.428], [-0.413, -0.521, 0.827], [-2.291, -0.430, -1.076], [-1.225, -0.675, -2.361], [-0.930, 0.742, -1.272], [-0.678, -2.109, -0.409], [1.207, -0.291, -1.601], [1.616, -1.962, -1.179], [2.654, 0.478, -7.184], [1.178, 0.670, -6.830], [0.622, -0.616, -6.175], [0.047, -0.137, -4.992], [0.599, 1.011, -4.634], [0.517, 1.591, -3.528], [1.157, 1.590, -5.734], [3.164, 0.009, -6.343], [3.173, 1.397, -7.459], [2.743, -0.166, -8.059], [0.525, 1.190, -7.531], [1.296, -1.394, -5.816], [-0.086, -1.043, -6.885], [-1.747, 3.489, -5.547], [-3.018, 3.182, -4.846], [-3.426, 1.747, -4.993], [-3.374, 1.203, -3.671], [-3.182, 2.177, -2.776], [-3.172, 2.038, -1.535], [-2.841, 3.338, -3.444], [-1.951, 3.101, -6.544], [-0.912, 3.061, -4.992], [-1.535, 4.542, -5.731], [-3.728, 3.788, -5.409], [-2.720, 1.316, -5.703], [-4.399, 1.589, -5.459], [-0.914, 3.192, 1.579], [-1.290, 4.601, 2.265], [-2.692, 4.697, 2.948], [-2.417, 4.902, 4.305], [-1.089, 4.951, 4.545], [-0.522, 4.887, 5.633], [-0.412, 4.812, 3.390], [-1.034, 2.340, 2.248], [0.139, 3.174, 1.299], [-1.504, 3.038, 0.676], [-1.235, 5.456, 1.591], [-3.227, 3.763, 2.777], [-3.375, 5.409, 2.487], [-1.962, 0.912, 4.670], [-2.471, 0.264, 5.939], [-3.501, -0.839, 5.676], [-2.798, -2.012, 6.020], [-1.537, -1.794, 6.439], [-0.722, -2.624, 6.755], [-1.361, -0.478, 6.419], [-1.424, 1.807, 4.982], [-2.811, 1.258, 4.081], [-1.291, 0.289, 4.078], [-2.923, 1.033, 6.566], [-3.828, -0.923, 4.640], [-4.339, -0.702, 6.359], [7.131, -2.966, -5.352], [5.664, -2.786, -4.040], [5.055, -1.481, -4.442], [3.587, -0.992, -3.223], [6.074, -2.783, -3.030], [4.994, -3.615, -4.271], [4.814, -1.593, -5.499], [5.731, -0.631, -4.352], [1.926, -0.327, 7.187], [2.544, 1.405, 6.498], [1.600, 2.099, 5.539], [2.326, 3.821, 5.050], [3.535, 1.241, 6.076], [2.828, 2.035, 7.341], [0.699, 2.364, 6.092], [1.444, 1.466, 4.666], [-6.355, 1.811, 0.970], [-5.398, 0.308, 1.844], [-3.896, 0.255, 1.440], [-3.133, -1.394, 2.285], [-5.908, -0.610, 1.553], [-5.373, 0.449, 2.925], [-3.459, 1.214, 1.720], [-3.775, 0.034, 0.379], [6.469, -1.492, -0.312], [5.136, -2.480, 0.770], [4.983, -1.679, 2.081], [3.423, -2.457, 3.145], [5.292, -3.552, 0.893], [4.226, -2.387, 0.176], [4.742, -0.641, 1.854], [5.861, -1.759, 2.723], [-1.241, -3.593, -3.959], [0.614, -3.608, -3.371], [0.814, -4.434, -2.196], [2.706, -4.605, -1.638], [0.846, -2.556, -3.206], [1.214, -4.023, -4.181], [0.540, -5.468, -2.403], [0.135, -4.024, -1.448], [-0.433, -5.561, 4.500], [-0.059, -3.836, 3.597], [0.352, -4.143, 2.106], [-1.231, -4.509, 0.975], [0.712, -3.315, 4.165], [-0.980, -3.271, 3.747], [0.866, -5.103, 2.160], [0.910, -3.418, 1.514]]
}

=====

[2]
{
  "formula": "C32H54F2O27",
  "method": "ωB97M-V/def2-TZVPD",
  "homo_lumo_gap_ev": 10.75,
  "smiles": "O=C1OC[C@@H](F)O1.O=C1OC[C@@H](F)O1.CCOC(=O)OC.CCOC(=O)OC.CCOC(=O)OC.CCOC(=O)OC.CCOC(=O)OC.O=C1OCCO1.O=C1OCCO1",
  "homo_ev": -10.520,
  "symbols": ["O", "C", "O", "C", "C", "F", "O", "H", "H", "H", "O", "C", "O", "C", "C", "F", "O", "H", "H", "H", "C", "C", "O", "C", "O", "O", "C", "H", "H", "H", "H", "H", "H", "H", "H", "C", "C", "O", "C", "O", "O", "C", "H", "H", "H", "H", "H", "H", "H", "H", "C", "C", "O", "C", "O", "O", "C", "H", "H", "H", "H", "H", "H", "H", "H", "C", "C", "O", "C", "O", "O", "C", "H", "H", "H", "H", "H", "H", "H", "H", "C", "C", "O", "C", "O", "O", "C", "H", "H", "H", "H", "H", "H", "H", "H", "O", "C", "O", "C", "C", "O", "H", "H", "H", "H", "O", "C", "O", "C", "C", "O", "H", "H", "H", "H"],
  "positions_angstrom": [[1.996, -2.379, -4.199], [2.667, -1.611, -3.627], [2.764, -0.298, -3.908], [3.880, 0.263, -3.224], [4.074, -0.742, -2.082], [3.228, -0.345, -1.058], [3.510, -1.916, -2.602], [4.763, 0.356, -3.858], [3.563, 1.238, -2.862], [5.049, -0.858, -1.625], [-1.543, 4.061, -0.169], [-1.280, 2.902, -0.239], [-1.885, 2.022, -1.087], [-1.097, 0.829, -1.049], [-0.562, 0.880, 0.374], [0.597, 0.201, 0.427], [-0.307, 2.288, 0.471], [-1.648, -0.109, -1.121], [-0.311, 0.795, -1.801], [-1.287, 0.462, 1.067], [3.192, -2.595, 1.215], [3.817, -2.607, 2.578], [4.581, -3.785, 2.827], [5.519, -3.669, 3.759], [5.725, -2.688, 4.415], [6.145, -4.829, 3.821], [7.048, -5.020, 4.908], [2.528, -3.465, 1.152], [3.875, -2.637, 0.372], [2.505, -1.758, 1.099], [3.154, -2.380, 3.414], [4.501, -1.746, 2.633], [6.601, -4.574, 5.803], [8.008, -4.564, 4.697], [7.053, -6.077, 5.155], [5.611, 2.906, 4.329], [4.471, 3.851, 4.632], [3.260, 3.411, 4.019], [2.219, 4.240, 4.122], [2.170, 5.222, 4.822], [1.260, 3.842, 3.296], [-0.029, 4.396, 3.383], [6.480, 3.211, 4.911], [5.903, 2.886, 3.281], [5.368, 1.883, 4.631], [4.772, 4.815, 4.199], [4.360, 4.095, 5.689], [-0.246, 5.233, 4.056], [-0.703, 3.659, 3.833], [-0.393, 4.714, 2.410], [-2.063, 3.766, -4.703], [-1.141, 2.591, -4.500], [-1.470, 1.602, -5.481], [-1.568, 0.313, -5.108], [-1.344, -0.107, -4.002], [-1.920, -0.346, -6.205], [-2.149, -1.740, -6.192], [-3.098, 3.426, -4.598], [-1.954, 4.157, -5.714], [-1.967, 4.567, -3.972], [-1.279, 2.195, -3.496], [-0.091, 2.817, -4.688], [-2.828, -2.037, -5.393], [-1.251, -2.356, -6.130], [-2.619, -1.950, -7.149], [-4.725, -2.748, -2.552], [-4.000, -1.431, -2.296], [-4.877, -0.313, -2.404], [-5.212, 0.053, -3.631], [-4.870, -0.485, -4.648], [-6.069, 1.044, -3.521], [-6.501, 1.739, -4.679], [-4.858, -2.916, -3.620], [-5.695, -2.762, -2.053], [-4.137, -3.593, -2.184], [-3.206, -1.394, -3.047], [-3.542, -1.388, -1.311], [-6.901, 1.060, -5.431], [-5.674, 2.301, -5.121], [-7.246, 2.457, -4.353], [-0.403, -6.141, 2.371], [0.406, -4.868, 2.202], [-0.478, -3.747, 2.052], [-0.652, -3.102, 0.899], [-1.430, -2.183, 0.881], [0.120, -3.601, -0.068], [0.258, -3.063, -1.382], [0.269, -6.949, 2.683], [-0.908, -6.448, 1.457], [-1.097, -6.085, 3.210], [1.030, -4.957, 1.317], [0.972, -4.710, 3.118], [0.896, -2.180, -1.394], [-0.698, -2.800, -1.842], [0.697, -3.836, -2.006], [-0.393, -0.430, 2.938], [0.398, -0.402, 3.806], [1.195, -1.430, 4.161], [1.922, -1.101, 5.367], [1.753, 0.435, 5.441], [0.623, 0.669, 4.599], [1.504, -1.641, 6.214], [2.951, -1.381, 5.150], [2.644, 0.916, 5.044], [1.507, 0.716, 6.460], [-8.039, 4.160, -1.373], [-6.873, 4.326, -1.280], [-6.298, 5.236, -0.470], [-4.872, 5.292, -0.669], [-4.641, 4.127, -1.628], [-5.942, 3.722, -2.048], [-4.608, 6.280, -1.040], [-4.402, 5.095, 0.292], [-4.174, 3.257, -1.149], [-3.908, 4.295, -2.419]]
}

=====

Looking at DFT total energy for the records above, in order, we have -905281.95965; -94777.76214 eV.